Record 1
ORCA calculation (the ωB97M-V functional and the def2-TZVPD basis) on C11H46N22O12 as an isolated structure in a non-equilibrium geometry.

- ΔE to the lowest compared entry with this formula, charge and spin (kcal per mole) = 228.5
- highest occupied orbital energy (eV) = -8.093
- electronic energy (Eh) = -2554.415748
- Kohn-Sham gap (eV) = 7.4257

```
! RIJCOSX wB97M-V def2-TZVPD def2/J DEFGRID3
* xyz 0 1
C 4.00869 0.10513 3.60225
O 4.79269 0.94528 3.13941
N 2.86719 -0.30377 3.03434
N 4.15780 -0.56943 4.71474
H 2.48277 0.09164 2.18819
H 2.25655 -0.91186 3.56107
H 5.07533 -0.57665 5.13688
H 3.63532 -1.41997 4.86867
C 3.15251 1.37765 -2.82532
O 3.24526 0.71844 -1.84254
N 2.13945 2.05343 -3.12486
N 4.04491 1.44453 -3.78624
H 2.09790 2.48043 -4.03922
H 1.39239 1.98199 -2.44892
H 4.94842 1.10188 -3.49239
H 3.89789 1.92461 -4.66260
C -3.36259 -2.65353 -0.35409
O -4.24359 -2.35573 -1.12684
N -3.36183 -2.31021 0.86141
N -2.30949 -3.29834 -0.71940
H -4.12984 -1.72901 1.16552
H -2.70680 -2.76119 1.48403
H -2.39044 -3.89873 -1.52753
H -1.44189 -3.32993 -0.20327
C -0.38799 0.53319 -0.98805
O -0.44177 1.44570 -1.82818
N -1.51244 0.06004 -0.41726
N 0.68119 -0.09679 -0.64120
H -2.38646 0.44331 -0.74786
H -1.50346 -0.78891 0.12982
H 0.57177 -0.87318 -0.00452
H 1.54724 0.42222 -0.61496
C 0.54392 2.42617 2.22668
O 1.31477 2.03326 1.38340
N -0.60767 1.88909 2.36820
N 0.76464 3.34529 3.16214
H -1.39337 2.48443 2.58807
H -0.81674 1.10386 1.76838
H 1.70568 3.69536 3.27160
H 0.06742 3.25915 3.88778
C 5.54293 2.38076 0.11126
O 5.75925 2.82323 -1.06819
N 4.61280 1.42156 0.35291
N 6.00537 2.89449 1.17541
H 3.98084 1.16757 -0.39289
H 4.41189 1.44156 1.34252
H 5.78544 2.45864 2.05957
H 6.54040 3.74632 1.26616
C -6.29912 1.54289 1.18857
O -6.71916 2.30376 1.99873
N -6.83266 0.68968 0.44076
N -5.23639 1.82378 0.51693
H -7.50448 0.13591 0.95271
H -6.21374 0.36546 -0.28857
H -4.90369 1.17598 -0.18290
H -4.67263 2.62416 0.76526
C 2.49349 -4.39879 -0.10148
O 2.59168 -4.75247 1.01681
N 1.65313 -3.49217 -0.54733
N 3.29410 -4.84170 -1.10714
H 1.78450 -3.12883 -1.48051
H 1.24848 -2.93707 0.19308
H 2.93790 -4.50660 -1.99084
H 4.04454 -5.50876 -0.99778
C 0.22741 -1.96585 -3.74064
O 1.01896 -2.86386 -3.68885
N -1.05402 -2.06303 -3.76616
N 0.59062 -0.76245 -3.97825
H -1.54551 -2.89759 -3.47971
H -1.65181 -1.27004 -3.95027
H 1.53741 -0.43979 -4.11810
H -0.13090 -0.07931 -3.79705
C -0.32781 -2.78196 2.06456
O 0.05979 -2.06268 1.30697
N -1.25949 -2.65207 2.92474
N 0.00638 -3.94480 2.34870
H -1.63467 -1.72508 3.06625
H -1.08982 -3.30130 3.67959
H 0.94536 -4.14872 2.03755
H -0.45328 -4.44256 3.09773
C -2.57591 4.27724 -1.38218
O -2.38449 4.51482 -2.60941
N -3.33993 5.03467 -0.62118
N -2.08985 3.22454 -0.78235
H -3.73344 5.90313 -0.95438
H -3.41368 4.78853 0.35558
H -2.11047 3.10476 0.22030
H -1.76322 2.50707 -1.41373
O -5.67419 0.05770 -2.46015
H -5.84360 -0.76355 -2.92175
H -5.01004 -0.16604 -1.80817
*
```

Löwdin population analysis, charges in e, atoms 1 to 2:
1. C -0.68
2. O 0.01

---

Record 2
ORCA calculation (the ωB97M-V functional and the def2-TZVPD basis) on C11H5MnN2O5 as an isolated structure in a non-equilibrium geometry.

- ⟨S²⟩ = 8.845
- ΔE to the lowest compared entry with this formula, charge and spin (kcal per mole) = 0.0
- highest occupied orbital energy (spin up / spin down) (eV) = -10.219 / -12.974
- electronic energy (Eh) = -2058.403877
- Kohn-Sham gap (spin up / spin down) (eV) = 6.0647 / 6.3083

```
! RIJCOSX wB97M-V def2-TZVPD def2/J DEFGRID3
* xyz 1 6
O 4.22658 0.03059 -2.71160
C 3.45152 -0.24001 -1.91204
Mn 1.31723 -0.35047 -0.49649
O 1.27418 1.58681 -2.84297
C 1.24602 0.85538 -1.93372
C 2.10708 -1.73430 0.69735
O 1.66953 -2.35808 1.64240
C 2.08847 0.77267 0.67973
O 2.49257 1.49380 1.52297
C 0.83529 -1.79619 -1.48233
O 0.49299 -2.71471 -2.09791
H 3.22411 -1.97521 0.41003
N -3.01532 3.94115 0.82429
C -2.61511 2.84863 0.76781
C -2.19330 1.46152 0.71265
C -3.05229 0.39225 1.03139
C -2.59915 -0.91995 0.98092
C -1.27987 -1.12169 0.57275
N -0.49417 -0.09479 0.20737
C -0.88727 1.19704 0.31197
H -4.07069 0.62235 1.33690
H -3.21580 -1.78124 1.22962
H -0.84311 -2.10937 0.51690
H -0.15949 1.99383 0.03201
*
```

natural (NBO) population analysis, charges in e, atoms 1 to 2:
1. O -0.40
2. C 0.50